Arrangement P

Entry from the Open Molecules 2025 dataset: C8H14N2O5 as an isolated structure (ωB97M-V/def2-TZVPD).

Cartesian coordinates (Å):
C 0.052 -0.580 0.945
C 0.008 0.057 -0.356
C 1.438 -1.023 1.405
C 1.933 -2.184 0.509
C 3.165 -2.819 1.036
C -1.491 1.580 -1.293
C -0.672 2.804 -0.990
C -3.037 1.894 -1.477
H -1.319 -1.395 -0.517
H -2.131 -1.346 2.155
H -0.327 0.021 1.651
H 1.182 -1.370 2.471
H 2.216 -0.144 1.639
H 2.200 -1.674 -0.330
H 1.254 -3.030 0.404
H 3.591 -2.605 -0.963
H -2.139 0.701 0.331
H -1.231 0.975 -2.198
H -3.490 2.355 -0.705
H -3.805 1.268 -2.244
H -2.624 3.083 -1.985
H -0.145 3.916 0.496
N -0.794 -1.702 0.885
N -1.300 0.699 -0.239
O 0.913 0.227 -1.193
O 3.741 -2.957 2.179
O 3.728 -3.389 -0.102
O -0.047 3.474 -1.950
O -0.868 3.161 0.438

## Properties
**Lowest unoccupied orbital energy**: -1.736 eV
**E_HOMO**: -9.53 eV
**Gap between HOMO and LUMO**: 0.2866 Ha


Arrangement Q

Entry from the Open Molecules 2025 dataset: one molecule with the formula C8H14N2O5 (ωB97M-V/def2-TZVPD).

Cartesian coordinates (Å):
C -0.827 0.850 0.730
C 0.302 0.023 0.094
C -2.052 -0.073 0.951
C -2.836 -0.307 -0.309
C -4.238 -0.844 -0.125
C 2.629 -0.123 -0.561
C 2.985 -1.350 0.270
C 3.840 0.705 -0.865
H -0.281 2.481 -0.332
H -1.650 2.666 0.479
H -0.450 1.167 1.737
H -2.704 0.397 1.687
H -1.674 -1.024 1.367
H -2.227 -0.813 -1.064
H -3.008 0.667 -0.785
H -3.943 -1.775 -1.811
H 1.709 1.584 0.364
H 2.244 -0.617 -1.501
H 4.272 0.992 0.081
H 3.624 1.590 -1.501
H 4.554 0.131 -1.501
H 2.632 -2.116 1.967
N -1.126 2.007 -0.104
N 1.536 0.655 0.042
O 0.124 -1.103 -0.367
O -4.903 -0.685 0.899
O -4.685 -1.582 -1.200
O 3.730 -2.204 -0.123
O 2.424 -1.300 1.479

## Properties
**Lowest unoccupied orbital energy**: 0.373 eV
**E_HOMO**: -10.00 eV
**SMILES string**: C[C@H](NC(=O)[C@@H](N)CCC(=O)O)C(=O)O
**Gap between HOMO and LUMO**: 0.3812 Ha


arrangement Q is favored, and the nearest alternative lies 1296.8 kJ/mol above it.


Arrangement P

Entry from the Open Molecules 2025 dataset: a 2-piece molecular cluster, C3H9N3O2 overall (ωB97M-V/def2-TZVPD).

Cartesian coordinates (Å):
C -0.868 -1.940 1.255
N 0.076 -0.915 0.903
N 1.374 -1.446 0.781
N 1.490 -1.091 -0.497
H 2.019 -1.103 1.499
H 2.263 -0.414 -0.622
H -0.471 -2.591 2.047
H -1.794 -1.458 1.571
H -1.089 -2.578 0.390
C -0.947 1.504 -1.459
C 0.162 2.267 -0.762
O 0.638 1.691 0.361
O 0.617 3.306 -1.160
H 0.188 0.830 0.556
H -1.206 2.008 -2.387
H -0.631 0.481 -1.667
H -1.824 1.450 -0.810

## Properties
**Lowest unoccupied orbital energy (spin up / spin down)**: -0.659 / -1.018 eV
**E_HOMO (spin up / spin down)**: -9.90 / -9.49 eV
**Gap between HOMO and LUMO (spin up / spin down)**: 0.3395 / 0.3113 Ha


Arrangement Q

Entry from the Open Molecules 2025 dataset: a 2-piece molecular cluster, C3H9N3O2 overall (ωB97M-V/def2-TZVPD).

Cartesian coordinates (Å):
C -0.662 1.189 1.825
C -0.020 -0.493 0.248
C 0.243 -1.085 -1.833
H -1.617 1.427 2.340
H -0.141 0.633 2.847
H -0.341 2.376 1.550
H 1.907 -0.731 -0.172
H 1.752 1.869 0.479
H 0.575 -1.874 -2.575
H 1.011 0.173 -1.615
H -0.725 -0.741 -2.350
H -2.049 -0.871 -0.427
N -0.958 0.183 0.921
N 1.255 -0.022 0.339
N -0.182 -1.475 -0.607
O 1.530 1.164 -0.191
O -1.580 -1.723 -0.780

## Properties
**Lowest unoccupied orbital energy**: 0.517 eV
**E_HOMO**: -9.21 eV
**Gap between HOMO and LUMO**: 0.3576 Ha


arrangement P is favored, and the nearest alternative lies 366.0 kJ/mol above it.


Arrangement P

Entry from the Open Molecules 2025 dataset: a 2-piece molecular cluster, C3H9N3O2 overall (ωB97M-V/def2-TZVPD).

Cartesian coordinates (Å):
C 1.374 0.889 -0.354
C 0.555 1.446 -1.261
N -0.026 0.729 -2.308
N 1.475 1.441 0.971
H 1.902 -0.033 -0.560
H 0.402 2.522 -1.268
H -0.766 1.238 -2.779
H -0.343 -0.181 -2.021
H 2.414 1.302 1.323
H -0.007 -0.009 0.967
H 1.284 2.432 0.993
N -1.772 -2.475 1.413
C -1.198 -1.480 0.677
O -0.696 -0.512 1.447
O -1.225 -1.447 -0.538
H -1.887 -3.339 0.923
H -1.485 -2.521 2.374

## Properties
**Lowest unoccupied orbital energy**: 0.929 eV
**E_HOMO**: -7.32 eV
**SMILES string**: N/C=C/N.NC(=O)O
**Gap between HOMO and LUMO**: 0.3030 Ha


Arrangement Q

Entry from the Open Molecules 2025 dataset: one molecule with the formula C3H9N3O2 (ωB97M-V/def2-TZVPD).

Cartesian coordinates (Å):
C -1.794 -0.959 0.571
C -1.418 1.059 -0.635
C -0.703 0.028 0.232
N 2.722 -0.317 -0.698
N 0.499 -0.602 -0.277
N 1.739 -0.023 0.084
O 1.766 0.614 1.153
O 3.943 -0.019 -0.274
H -2.036 -1.616 -0.244
H -1.485 -1.887 1.267
H -2.692 -0.650 1.060
H -2.157 0.630 -1.329
H -0.749 1.599 -1.282
H -1.962 1.745 0.095
H -0.259 0.618 1.043
H 0.632 -0.804 -1.278
H 3.954 0.584 0.512

## Properties
**Lowest unoccupied orbital energy**: 0.945 eV
**E_HOMO**: -9.05 eV
**SMILES string**: CC(C)N/[N+]([O-])=N/O
**Gap between HOMO and LUMO**: 0.3674 Ha


arrangement P is favored, and the nearest alternative lies 517.6 kJ/mol above it.


Arrangement P

Entry from the Open Molecules 2025 dataset: one molecule with the formula C3H9N3O2 (ωB97M-V/def2-TZVPD).

Cartesian coordinates (Å):
C -1.823 -0.407 0.564
C -0.751 0.601 0.231
N -0.039 -0.433 -1.952
O -0.965 1.822 0.341
H 0.228 0.502 -2.274
H -0.979 -0.809 -2.085
H -2.375 -0.075 1.445
H -1.419 -1.402 0.761
H -2.506 -0.474 -0.290
C 0.783 0.118 0.202
N 1.210 -0.380 1.476
O 1.613 1.182 -0.187
N 0.796 -0.960 -0.755
H 1.106 1.985 0.048
H 2.200 -0.598 1.389
H 1.155 0.393 2.136
H 1.768 -1.068 -1.050

## Properties
**Lowest unoccupied orbital energy**: 0.892 eV
**E_HOMO**: -9.74 eV
**SMILES string**: CC(=O)[C@](N)(O)NN
**Gap between HOMO and LUMO**: 0.3906 Ha


Arrangement Q

Entry from the Open Molecules 2025 dataset: one molecule with the formula C3H9N3O2 (ωB97M-V/def2-TZVPD).

Cartesian coordinates (Å):
C -2.006 0.419 0.856
N -0.698 0.700 0.295
C 0.123 -0.436 0.130
C 1.382 -0.300 -0.338
N -0.425 -1.715 0.391
N 1.975 0.898 -0.737
O -0.891 1.366 -1.035
O 2.203 -1.408 -0.376
H -1.136 2.274 -0.810
H 3.101 -1.100 -0.537
H 0.248 -2.424 0.123
H -0.670 -1.843 1.366
H 2.500 0.832 -1.604
H 1.293 1.648 -0.773
H -2.551 -0.351 0.301
H -2.582 1.345 0.861
H -1.867 0.096 1.886

## Properties
**Lowest unoccupied orbital energy**: 0.794 eV
**E_HOMO**: -6.89 eV
**SMILES string**: CN(O)/C(N)=C(\N)O
**Gap between HOMO and LUMO**: 0.2825 Ha


arrangement P is favored, and the nearest alternative lies 86.4 kJ/mol above it.